# 1
This record from the OMol25 dataset describes 7 unconnected molecules or ions with the total composition C3H23B4O11P in a non-equilibrium geometry. The level of theory is the ωB97M-V functional and the def2-TZVPD basis.

Positions of all 42 atoms, in Å:
C1 -1.82127 -1.00139 1.81886
C2 -2.67648 -0.60331 0.61662
P1 -1.93317 -1.14836 -0.99103
C3 -2.58512 0.12019 -2.15660
B1 -0.12188 -0.53407 -0.74297
O1 0.82732 -1.40395 -0.20544
B2 1.83573 -0.85072 0.57282
O2 2.22679 0.43888 0.29943
B3 1.20404 1.29341 -0.10880
B4 0.90015 2.82041 0.63897
O3 0.97426 4.00271 -0.04731
O4 0.59383 2.78295 1.99040
O5 0.32013 0.74998 -1.03477
H1 -0.94879 -0.34991 1.93418
H2 -2.40909 -0.93859 2.73370
H3 -1.47141 -2.03162 1.71956
H4 -2.87303 0.47309 0.61611
H5 -3.65006 -1.08942 0.69295
H6 -3.67608 0.06800 -2.13197
H7 -2.29872 1.14504 -1.90932
H8 -2.25543 -0.10186 -3.17167
H9 2.31216 -1.47102 1.46464
H10 0.18365 4.55625 -0.00503
H11 -0.30223 2.96424 2.27018
O6 -0.66251 6.25992 0.97658
H12 -0.29701 6.50137 1.83418
H13 -0.06884 6.67905 0.34282
O7 3.58437 2.63178 -2.99884
H14 2.64202 2.45260 -2.92265
H15 3.97427 2.26065 -2.20103
O8 -4.82030 -1.06968 3.05893
H16 -5.02961 -0.52568 3.82478
H17 -5.58611 -1.64288 2.95203
O9 3.56797 -3.17354 -1.01990
H18 3.38794 -4.11615 -1.09793
H19 2.71350 -2.75342 -1.17157
O10 6.54280 -2.84582 -1.41625
H20 5.60094 -3.01209 -1.27985
H21 6.98632 -3.27794 -0.68151
O11 -1.95773 -4.62601 -0.85364
H22 -1.77623 -4.70446 -1.79461
H23 -1.15707 -4.92863 -0.41506

Properties
LUMO energy (Ha): 0.0052
SMILES: CCP(C)B1OBOB(B(O)O)O1.O.O.O.O.O.O
HOMO energy (eV): -8.26
HOMO-LUMO gap (eV): 8.40



# 2
This record from the OMol25 dataset describes C4H9NO in the gas phase in a non-equilibrium geometry. The level of theory is the ωB97M-V functional and the def2-TZVPD basis.

Positions of all 15 atoms, in Å:
C1 0.20171 -0.41716 0.35838
C2 -0.75409 0.47306 1.05062
C3 0.08989 -0.27014 -1.15320
C4 1.04697 0.28940 -1.93587
H1 1.76773 0.72869 0.96587
H2 2.22837 -0.71645 0.10999
H3 0.07427 -1.53209 0.41331
H4 -0.60898 1.54257 0.62850
H5 -0.66508 0.34974 2.15742
H6 -2.72212 0.93627 0.61400
H7 -0.89133 -0.62337 -1.71084
H8 1.95596 0.82722 -1.30549
H9 1.15541 0.40605 -3.08065
N1 1.51504 -0.31466 0.92344
O1 -2.05079 -0.02087 0.60302

Properties
LUMO energy (Ha): 0.0250
SMILES: C=C[C@@H](N)CO
HOMO energy (eV): -9.38
HOMO-LUMO gap (eV): 10.06
ΔE to the lowest compared entry with this formula, charge and spin (kcal per mole): 93.2



# 3
This record from the OMol25 dataset describes C6H5F3N2O2 in the gas phase in a non-equilibrium geometry. The level of theory is the ωB97M-V functional and the def2-TZVPD basis.

Positions of all 18 atoms, in Å:
C1 -1.48652 0.36238 0.65415
C2 -1.55915 -0.99285 0.75031
C3 -0.38179 0.97243 -0.03147
C4 -0.45342 -1.92452 0.44754
C5 0.84520 -1.65462 0.58974
C6 0.36067 0.25436 -1.02127
N1 1.48152 0.54231 -1.49369
N2 0.03175 2.14101 0.41554
O1 -0.55707 2.69493 1.30431
O2 1.04970 2.79571 -0.24107
F1 -0.81177 -3.15846 0.08099
F2 1.80956 -2.48287 0.26254
F3 -0.38113 -0.70694 -1.62423
H1 -2.11821 1.18331 0.91409
H2 -2.31342 -1.58289 1.13456
H3 1.26031 -0.76750 1.03037
H4 2.05288 0.14099 -2.18435
H5 1.17089 2.18321 -0.98805

Properties
LUMO energy (Ha): -0.0191
SMILES: [H]/N=C(F)/C(/C=C\C(F)=C\F)=[N+](/[O-])O
HOMO energy (eV): -8.73
HOMO-LUMO gap (eV): 8.21
ΔE to the lowest compared entry with this formula, charge and spin (kcal per mole): 129.5



# 4
This record from the OMol25 dataset describes C20H27N5 in the gas phase. The level of theory is the ωB97M-V functional and the def2-TZVPD basis.

Positions of all 52 atoms, in Å:
C1 -0.99182 -2.59034 0.24953
C2 0.36184 -2.14507 -0.17350
N1 0.75692 -0.88799 -0.05855
N2 2.01209 -0.83802 -0.51825
C3 2.44177 -2.05294 -0.92996
C4 1.39167 -2.92354 -0.72589
H1 1.36846 -3.97251 -0.94185
C5 3.79671 -2.30486 -1.48646
H2 3.87767 -3.34987 -1.77314
H3 3.97906 -1.68899 -2.36755
H4 4.56979 -2.08855 -0.74900
C6 2.74697 0.39312 -0.45355
H5 2.19490 1.16580 -0.99609
H6 3.71592 0.24875 -0.93258
C7 2.94951 0.85499 1.01472
N3 1.72559 1.21460 1.69504
H7 1.00316 0.53181 1.46972
C8 1.23730 2.56420 1.47317
C9 0.67460 2.84395 0.11150
C10 -0.45775 2.33344 -0.52108
N4 -0.44154 2.86757 -1.77104
N5 0.59103 3.67485 -1.98390
C11 1.27918 3.66167 -0.85882
H8 2.18074 4.23533 -0.76682
H9 -1.13731 2.74515 -2.48898
C12 -1.52765 1.44082 -0.10591
C13 -1.91993 1.33743 1.22534
C14 -2.98072 0.52649 1.57721
C15 -3.68419 -0.20253 0.62856
C16 -3.29081 -0.11817 -0.71090
C17 -2.22417 0.69346 -1.05616
H10 -1.91575 0.72427 -2.09204
C18 -4.01808 -0.89527 -1.76587
H11 -5.05751 -0.57297 -1.82935
H12 -3.55374 -0.75635 -2.73904
H13 -4.01790 -1.95885 -1.53052
C19 -4.83266 -1.07220 1.03709
H14 -5.00902 -0.99893 2.10724
H15 -4.63056 -2.11465 0.79097
H16 -5.74281 -0.77957 0.51429
H17 -3.27303 0.46099 2.61599
H18 -1.41011 1.90345 1.98686
H19 2.07086 3.25276 1.64917
H20 0.48417 2.76052 2.24281
C20 3.65182 -0.23984 1.82083
H21 4.61911 -0.47929 1.38520
H22 3.04058 -1.13824 1.84820
H23 3.79904 0.10134 2.84105
H24 3.59378 1.74290 0.98834
H25 -1.47201 -1.80468 0.82505
H26 -0.91975 -3.49419 0.85253
H27 -1.60546 -2.81127 -0.62358

Properties
LUMO energy (Ha): 0.0297
SMILES: Cc1cc(C)n(C[C@H](C)NCc2cn[nH]c2-c2ccc(C)c(C)c2)n1
HOMO energy (eV): -7.99
HOMO-LUMO gap (eV): 8.80
ΔE to the lowest compared entry with this formula, charge and spin (kcal per mole): 14.5



- Which value of LUMO energy does entry 1 give?
  0.0052 Ha



- Among the records above, which one has the highest LUMO energy?
  C20H27N5